DFT (ωB97M-V/def2-TZVPD) results for a structure of composition C5H7N3O at a distorted geometry.

ORCA input file:
```
! RIJCOSX wB97M-V def2-TZVPD def2/J DEFGRID3
* xyz 0 1
C 2.49 0.07 -0.02
C 0.86 0.10 -0.27
C -0.01 1.13 0.12
C -1.54 1.36 0.17
C -1.58 -1.42 0.51
H 2.84 1.27 -0.21
H 3.26 -0.87 -0.59
H 2.58 -0.35 1.31
H 0.46 2.10 0.22
H -1.84 2.49 0.21
H -2.34 -1.88 1.27
H -0.38 -1.03 -1.55
N -2.59 0.63 -0.30
N -0.32 -1.72 0.33
N 0.34 -1.16 -0.70
O -2.23 -0.70 -0.51
*
```

Its energy above the lowest of the compared OMol25 structures with the same formula, charge and spin is 834.5 kJ/mol. For the max |F|, the calculation gives 5.6 eV/Å. The calculation puts the lowest unoccupied orbital energy at -0.51 eV. The calculation puts the frontier orbital gap at 8.3 eV.